# 1
Molecular formula: C4H5NS2
Method: DFT, wB97M-V/def2-TZVPD

The geometry in XYZ format:
```
12
C4H5NS2, DFT wB97M-V/def2-TZVPD
S -1.499 1.855 -0.018
C -1.572 0.324 0.273
C -0.300 -0.458 0.102
S -0.246 -2.075 0.115
C 0.869 0.310 -0.299
C 2.256 -0.174 -0.808
N 2.090 0.202 0.630
H -2.644 -0.045 0.764
H 0.730 1.454 -0.899
H 2.334 -1.117 -1.294
H 2.883 0.599 -1.235
H 2.471 1.191 1.090
```

Calculated values
Kohn-Sham gap: 6.936 eV
Energy above the lowest of the compared OMol25 structures with the same formula, charge and spin: 117.6 kcal/mol
Highest occupied orbital energy: -8.614 eV
SMILES: S=CC(=S)[C@@H]1CN1
Spin multiplicity: 1
Total charge: 0
LUMO: -0.0616 Eh



# 2
Molecular formula: C4H5NO2
Method: DFT, wB97M-V/def2-TZVPD

The geometry in XYZ format:
```
12
C4H5NO2, DFT wB97M-V/def2-TZVPD
O -2.433 0.990 0.044
C -1.578 0.123 0.084
C -0.584 -0.098 -0.926
C 0.508 0.747 0.761
N 1.630 -0.001 0.474
C 1.455 -0.966 -0.314
O 0.268 -1.187 -0.941
H -1.325 -0.463 0.984
H -0.828 0.184 -1.964
H 0.519 1.821 0.620
H 0.135 0.511 1.779
H 2.231 -1.661 -0.601
```

Calculated values
Kohn-Sham gap: 9.498 eV
Energy above the lowest of the compared OMol25 structures with the same formula, charge and spin: 87.8 kcal/mol
Highest occupied orbital energy: -9.222 eV
Spin multiplicity: 1
Total charge: 0
LUMO: 0.0101 Eh



# 3
Molecular formula: C19H24N5O2RuS2
Method: DFT, wB97M-V/def2-TZVPD

The geometry in XYZ format:
```
53
C19H24N5O2RuS2, DFT wB97M-V/def2-TZVPD
Ru -0.266 -0.987 -0.406
C -5.600 -1.977 -0.782
S -5.078 -0.261 -0.920
C -3.347 -0.341 -0.582
S -2.608 -1.858 -0.197
N -2.809 0.840 -0.630
N -1.456 0.925 -0.407
C -1.088 2.134 -0.095
C 0.189 2.674 0.191
C 0.182 4.047 0.545
C 1.301 4.781 0.786
C 2.561 4.128 0.662
C 2.588 2.823 0.340
N 1.451 2.053 0.107
H -6.670 -1.949 -0.993
H -5.435 -2.365 0.219
H -5.105 -2.617 -1.507
H -1.889 2.867 -0.022
H -0.790 4.517 0.610
H 1.234 5.825 1.053
H 3.495 4.646 0.824
H 3.515 2.277 0.251
C -0.156 -2.093 2.560
N -0.249 -0.710 2.096
C -1.387 -0.041 2.724
C 1.017 0.026 2.268
C 1.865 -0.218 1.045
C 2.701 -1.334 0.968
C 3.405 -1.627 -0.184
C 3.302 -0.792 -1.291
C 2.538 0.355 -1.215
C 1.812 0.656 -0.057
H 0.085 -2.141 3.631
H 0.605 -2.630 1.994
H -1.111 -2.586 2.385
H -1.298 -0.035 3.819
H -2.299 -0.567 2.442
H -1.457 0.985 2.368
H 1.543 -0.287 3.178
H 0.788 1.087 2.365
H 2.788 -1.979 1.834
H 4.020 -2.515 -0.234
H 3.828 -1.038 -2.203
H 2.509 1.063 -2.035
N -0.503 -0.646 -2.836
C -0.123 -1.932 -3.442
C 0.962 -2.633 -2.609
O 1.847 -3.250 -3.173
O 0.781 -2.559 -1.332
H -1.478 -0.422 -2.991
H 0.051 0.110 -3.219
H 0.229 -1.837 -4.468
H -0.992 -2.590 -3.434
```

Calculated values
Kohn-Sham gap (spin up / spin down): 6.642 / 6.859 eV
Energy above the lowest of the compared OMol25 structures with the same formula, charge and spin: 0.0 kcal/mol
Highest occupied orbital energy (spin up / spin down): -6.313 / -7.810 eV
Spin multiplicity: 6
<S²>: 8.80
Total charge: 0
LUMO (spin up / spin down): 0.0121 / -0.0349 Eh



# 4
Molecular formula: C6H13N
Method: DFT, wB97M-V/def2-TZVPD

The geometry in XYZ format:
```
20
C6H13N, DFT wB97M-V/def2-TZVPD
C 2.326 1.242 0.552
C 1.369 0.062 0.860
N 0.121 0.258 0.122
C -0.033 -0.343 -1.185
C -1.407 -1.016 -1.192
C -2.170 -0.143 -0.182
C -1.088 -0.064 0.907
H 1.812 2.191 0.503
H 2.806 1.024 -0.411
H 3.185 1.188 1.229
H 1.867 -0.882 0.624
H 1.149 0.120 1.926
H 0.758 -1.023 -1.528
H -0.004 0.415 -1.989
H -1.765 -1.077 -2.217
H -1.338 -2.002 -0.724
H -3.119 -0.530 0.170
H -2.225 0.858 -0.613
H -1.274 0.708 1.657
H -0.970 -0.987 1.492
```

Calculated values
Kohn-Sham gap: 9.268 eV
Energy above the lowest of the compared OMol25 structures with the same formula, charge and spin: 11.7 kcal/mol
Highest occupied orbital energy: -8.107 eV
SMILES: CCN1CCCC1
Spin multiplicity: 1
Total charge: 0
LUMO: 0.0426 Eh



# 5
Molecular formula: C16H24ClN3O3S
Method: DFT, wB97M-V/def2-TZVPD

The geometry in XYZ format:
```
48
C16H24ClN3O3S, DFT wB97M-V/def2-TZVPD
C -0.654 2.425 -3.284
N 0.518 3.082 -3.804
C 1.056 2.527 -5.020
S 1.659 3.484 -2.652
O 0.967 4.113 -1.567
O 2.708 4.195 -3.317
C 2.288 1.900 -2.084
C 3.320 1.279 -2.763
C 3.735 0.024 -2.353
C 3.109 -0.606 -1.286
Cl 3.705 -2.125 -0.750
C 2.042 0.010 -0.619
N 1.376 -0.609 0.440
C 0.790 -1.843 0.403
O 0.844 -2.608 -0.528
C 0.061 -2.141 1.712
N -0.518 -0.930 2.257
C -0.578 -0.844 3.701
C -1.531 -1.804 4.420
C -2.986 -1.680 3.969
C -3.235 -2.319 2.602
C -2.885 -1.443 1.392
C -1.706 -0.467 1.566
C 1.652 1.283 -1.029
H -1.472 2.532 -3.996
H -0.483 1.357 -3.094
H -0.919 2.925 -2.356
H 1.959 3.083 -5.256
H 0.333 2.657 -5.825
H 1.293 1.460 -4.920
H 3.803 1.794 -3.576
H 4.557 -0.471 -2.846
H 1.022 -0.020 1.190
H -0.658 -2.947 1.520
H 0.811 -2.520 2.413
H 0.437 -1.005 4.080
H -0.861 0.185 3.946
H -1.196 -2.833 4.270
H -1.466 -1.591 5.490
H -3.289 -0.632 3.958
H -3.612 -2.193 4.704
H -2.673 -3.255 2.558
H -4.291 -2.586 2.522
H -2.687 -2.097 0.540
H -3.751 -0.831 1.128
H -1.404 -0.148 0.560
H -2.049 0.423 2.099
H 0.859 1.806 -0.517
```

Calculated values
Kohn-Sham gap: 9.432 eV
Energy above the lowest of the compared OMol25 structures with the same formula, charge and spin: 7.3 kcal/mol
Highest occupied orbital energy: -8.893 eV
SMILES: CN(C)S(=O)(=O)c1ccc(Cl)c(NC(=O)CN2CCCCCC2)c1
Spin multiplicity: 1
Total charge: 0
LUMO: 0.0198 Eh



# 6
Molecular formula: C17H15F3N2O7
Method: DFT, wB97M-V/def2-TZVPD

The geometry in XYZ format:
```
44
C17H15F3N2O7, DFT wB97M-V/def2-TZVPD
C -4.855 4.697 -3.059
O -5.601 3.806 -2.216
C -5.022 3.624 -0.927
C -4.376 2.208 -0.691
C -4.852 1.342 0.267
O -5.962 1.620 1.085
C -4.163 -0.043 0.514
O -4.718 -1.033 0.934
C -2.634 -0.155 0.151
C -1.714 -1.108 0.774
C -0.269 -1.213 0.399
N 0.584 -2.172 1.027
C 0.233 -0.303 -0.679
C -0.703 0.645 -1.300
N -0.218 1.534 -2.391
C -0.472 0.885 -3.443
O -1.036 0.485 -4.375
C -2.122 0.761 -0.914
C -3.134 1.780 -1.541
O -2.984 2.254 -2.650
H -4.085 5.322 -2.531
H -5.608 5.431 -3.496
H -4.391 4.161 -3.933
H -4.273 4.405 -0.620
H -5.874 3.703 -0.180
H -6.776 1.563 0.544
H -2.109 -1.801 1.557
H 1.566 -1.955 0.873
H 0.393 -2.191 2.031
H 1.316 -0.372 -0.967
C 7.375 -3.919 0.874
C 7.400 -2.889 1.985
O 6.256 -2.021 1.905
C 5.114 -2.508 2.405
O 4.991 -3.592 2.900
C 4.001 -1.464 2.297
F 3.960 -0.878 1.083
F 4.157 -0.474 3.193
F 2.779 -1.987 2.508
H 7.293 -3.430 -0.099
H 8.282 -4.524 0.891
H 6.515 -4.584 0.970
H 8.280 -2.254 1.878
H 7.459 -3.358 2.969
```

Calculated values
Kohn-Sham gap: 7.800 eV
Highest occupied orbital energy: -8.626 eV
SMILES: COCC1=C(O)C(=O)c2cc(N)cc(N=C=O)c2C1=O.CCOC(=O)C(F)(F)F
Spin multiplicity: 1
Total charge: 0
LUMO: -0.0303 Eh



| no. | E_tot (eV) |
| --- | --- |
| 1 | -27384.615 |
| 2 | -9810.508 |
| 3 | -55888.052 |
| 4 | -7922.326 |
| 5 | -50951.994 |
| 6 | -43334.065 |